Record 1
Computed, not measured: a 2-piece molecular cluster, C5H16N2O overall, with wB97M-V/def2-TZVPD.

CARTESIAN COORDINATES (ANGSTROEM)
C1 -2.09 0.07 -0.56
C2 -1.39 0.48 0.74
C3 -0.70 -0.76 1.39
C4 0.81 -0.50 1.47
N1 1.60 -0.68 0.27
C5 1.62 -2.02 -0.26
N2 -1.80 0.95 -1.70
H1 -1.63 -0.85 -0.98
H2 -3.10 -0.31 -0.33
H3 -0.64 1.21 0.45
H4 -2.13 0.95 1.38
H5 -1.12 -1.07 2.34
H6 -0.82 -1.64 0.77
H7 0.94 0.38 2.10
H8 1.23 -1.22 2.21
H9 1.26 0.01 -0.39
H10 0.72 -2.64 -0.21
H11 2.17 -1.98 -1.20
H12 2.37 -2.57 0.34
H13 -1.65 1.91 -1.43
H14 -2.38 0.92 -2.52
H15 1.77 2.04 -1.83
H16 2.25 1.63 -0.43
O1 1.62 2.23 -0.88

Summary:
- calculated total energy (hartree) = -384.79825
- HOMO (eV) = -8.77
- maximum force (eV/Å) = 3.5
- SMILES = CNCCCCN.O
- energy relative to the best compared isomer or geometry (same formula, charge and spin) (kcal/mol) = 37.5



Record 2
Computed, not measured: an isolated ion of composition C4H11N2O and charge +1, with wB97M-V/def2-TZVPD.

CARTESIAN COORDINATES (ANGSTROEM)
O1 1.55 -0.07 0.60
C1 0.75 0.66 0.04
N1 1.09 1.80 -0.56
C2 -0.75 0.21 -0.09
N2 -0.79 -1.33 0.05
C3 -0.18 -1.87 -1.22
C4 -1.37 0.73 1.26
H1 2.20 1.90 -0.73
H2 0.53 2.52 -0.85
H3 -1.17 0.53 -1.10
H4 -0.36 -1.46 1.00
H5 -1.86 -1.45 0.29
H6 0.94 -2.24 -1.21
H7 -0.63 -2.77 -1.47
H8 -0.31 -1.03 -1.95
H9 -1.03 1.83 1.43
H10 -2.49 0.83 1.31
H11 -1.03 0.20 2.18

Summary:
- calculated total energy (hartree) = -343.47617
- HOMO (eV) = -14.47
- maximum force (eV/Å) = 5.6
- SMILES = C[NH2+][C@@H](C)C(N)=O
- charge = +1
- energy relative to the best compared isomer or geometry (same formula, charge and spin) (kcal/mol) = 55.2



Record 3
Computed, not measured: C3H4S2 as an isolated structure, with wB97M-V/def2-TZVPD.

CARTESIAN COORDINATES (ANGSTROEM)
C1 1.17 0.16 0.04
C2 -0.09 -0.64 0.38
C3 -1.25 -0.46 -0.39
H1 -0.16 2.03 0.60
H2 0.01 -1.54 1.07
H3 -2.01 -1.20 -0.20
H4 -1.32 0.38 -1.27
S1 1.05 1.82 -0.05
S2 2.61 -0.54 -0.18

Summary:
- calculated total energy (hartree) = -913.01450
- HOMO (eV) = -8.72
- maximum force (eV/Å) = 3.5
- energy relative to the best compared isomer or geometry (same formula, charge and spin) (kcal/mol) = 28.9



Record 4
Computed, not measured: C28H39Cl2HoN4O4 as an isolated structure, with wB97M-V/def2-TZVPD.

CARTESIAN COORDINATES (ANGSTROEM)
O1 -1.24 1.71 -0.49
C1 -1.00 2.36 -1.71
C2 -2.21 2.11 -2.60
C3 -3.04 0.99 -2.42
H1 -2.82 0.25 -1.64
C4 -4.12 0.81 -3.28
H2 -4.75 -0.08 -3.15
C5 -4.38 1.76 -4.28
H3 -5.22 1.62 -4.95
C6 -3.56 2.88 -4.43
H4 -3.74 3.63 -5.20
C7 -2.47 3.07 -3.58
H5 -1.77 3.91 -3.64
H6 -0.93 3.43 -1.41
C8 1.54 2.62 -1.67
C9 0.34 2.09 -2.44
H7 2.42 2.75 -2.30
H8 1.87 1.97 -0.85
H9 1.26 3.57 -1.16
C10 0.40 1.30 -3.52
C11 1.64 0.81 -4.22
H10 -0.51 0.85 -3.91
H11 1.65 1.16 -5.27
H12 1.70 -0.29 -4.30
H13 2.57 1.17 -3.75
Ho1 -0.02 -0.05 -0.05
Cl1 -1.54 -1.97 -1.21
Cl2 1.86 -0.56 -1.79
C12 1.69 -2.49 0.35
O2 1.33 -1.55 1.10
N1 2.35 -3.52 0.83
C13 2.87 -3.37 2.18
C14 2.52 -4.75 0.09
H14 1.53 -2.44 -0.75
H15 2.53 -2.41 2.61
H16 3.96 -3.41 2.14
H17 2.50 -4.19 2.79
H18 1.90 -4.65 -0.81
H19 2.17 -5.57 0.72
H20 3.57 -4.84 -0.17
H21 3.42 2.59 3.33
H22 1.32 4.12 4.25
C15 3.07 3.00 2.38
C16 1.04 4.25 3.21
N2 1.62 3.19 2.41
H23 3.34 2.31 1.57
C17 0.86 2.35 1.72
O3 1.36 1.33 1.17
H24 -0.05 4.18 3.09
H25 -0.22 2.59 1.63
H26 3.52 3.98 2.23
H27 1.41 5.21 2.82
C18 -3.67 -3.76 4.43
N3 -3.22 -2.61 3.69
N4 -2.12 -2.61 2.91
C19 -2.01 -1.33 2.40
O4 -1.09 -0.97 1.67
C20 -3.09 -0.56 2.86
C21 -3.82 -1.40 3.65
C22 -5.05 -1.05 4.36
C23 -1.26 -3.77 2.84
C24 -1.69 -4.95 2.19
C25 -0.99 -6.15 2.33
C26 0.15 -6.22 3.13
C27 0.58 -5.07 3.79
C28 -0.09 -3.85 3.62
H28 -3.77 -3.47 5.48
H29 -2.98 -4.60 4.34
H30 -4.66 -4.05 4.05
H31 -3.30 0.45 2.58
H32 -5.91 -1.66 4.02
H33 -4.91 -1.10 5.46
H34 -5.25 0.01 4.09
H35 -2.61 -4.91 1.60
H36 -1.34 -7.06 1.82
H37 0.70 -7.16 3.26
H38 1.46 -5.12 4.45
H39 0.26 -2.94 4.11

Summary:
- calculated total energy (hartree) = -3478.93639
- HOMO (spin up / spin down) (eV) = -7.27 / -7.27
- maximum force (eV/Å) = 2.3
- multiplicity = 5



Q: calculated total energy of number 1 (C5H16N2O)?
A: -384.79825 hartree



Q: Among the records above, which one has the lowest maximum force?
A: C28H39Cl2HoN4O4



Q: Number 4 is which compound?
A: C28H39Cl2HoN4O4



Q: Number 3 is which compound?
A: C3H4S2